# 1
C29H21AsCl5MoNO6S2 | wB97M-V/def2-TZVPD

## Properties
Charge: +2
ΔE to the lowest compared entry with this formula, charge and spin: 15.2 kcal/mol
M: 891.7 g/mol
2S+1: 1
LUMO energy: -0.322 Eh
Calculated total energy: -191150.246 eV

Cartesian coordinates (Å):
Mo -0.065 -1.608 0.214
Cl 2.122 -2.043 2.446
C 2.660 -0.974 1.209
C 1.793 -0.801 0.128
C 2.235 -0.055 -0.978
Cl 1.235 0.065 -2.368
C 3.476 0.564 -0.959
Cl 4.015 1.467 -2.302
C 4.293 0.433 0.179
Cl 5.797 1.206 0.221
C 3.895 -0.360 1.271
Cl 4.903 -0.570 2.625
C 2.089 4.883 0.989
C 0.781 4.309 0.423
C -0.248 5.436 0.254
C 1.069 3.705 -0.951
C 0.243 3.270 1.403
C -0.141 3.679 2.695
C -0.649 2.806 3.631
C -0.758 1.467 3.274
S -1.377 0.139 4.213
C -1.060 -0.915 2.934
N -0.516 -0.356 1.861
C -0.356 1.028 2.015
C 0.129 1.930 1.069
C -1.287 -2.343 2.860
C -1.860 -3.111 3.857
C -1.994 -4.481 3.661
C -1.545 -5.062 2.488
C -0.965 -4.292 1.479
C -0.850 -2.923 1.657
H 2.490 5.633 0.305
H 2.840 4.100 1.115
H 1.936 5.364 1.956
H 0.131 6.174 -0.453
H -0.447 5.955 1.191
H -1.194 5.051 -0.130
H 1.439 4.483 -1.618
H 0.171 3.278 -1.407
H 1.840 2.932 -0.898
H -0.048 4.722 2.968
H -0.951 3.154 4.610
H 0.387 1.588 0.078
H -2.199 -2.654 4.779
H -2.446 -5.092 4.430
H -1.643 -6.129 2.340
H -0.627 -4.788 0.585
O -3.697 -0.124 -1.883
As -2.821 -1.561 -1.557
O -3.394 -2.556 -0.449
O -1.265 -0.764 -0.739
C -1.932 -1.911 -3.204
C -2.296 -1.102 -4.270
C -1.626 -1.214 -5.486
C -0.579 -2.105 -5.628
C -0.194 -2.911 -4.559
C -0.871 -2.826 -3.356
S -0.417 -4.011 -2.134
O -1.586 -4.605 -1.599
O 0.716 -4.741 -2.556
O 0.155 -3.025 -0.923
H -4.459 -0.015 -1.292
H -3.098 -0.386 -4.161
H -1.934 -0.595 -6.318
H -0.060 -2.191 -6.572
H 0.615 -3.621 -4.663

---

# 2
C29H21BrCl2N9O4Tl | wB97M-V/def2-TZVPD

## Properties
Charge: -2
ΔE to the lowest compared entry with this formula, charge and spin: 44.8 kcal/mol
M: 914.7 g/mol
2S+1: 1
LUMO energy: 0.153 Eh
Calculated total energy: -151792.743 eV

Cartesian coordinates (Å):
Tl 0.188 0.539 0.753
Cl -3.012 4.942 -5.097
C -2.687 4.059 -3.622
C -1.385 3.705 -3.319
C -1.030 3.033 -2.137
N 0.293 2.695 -1.891
C 1.194 3.007 -2.822
O 1.022 3.562 -3.933
C 2.642 2.631 -2.540
C 3.483 2.467 -3.645
C 4.826 2.210 -3.444
C 5.299 2.110 -2.145
C 4.392 2.264 -1.108
N 3.106 2.536 -1.300
C -2.109 2.724 -1.194
C -3.418 3.089 -1.571
C -3.704 3.741 -2.752
Cl -5.362 4.166 -3.111
N -1.903 2.206 0.062
C -2.902 1.870 0.874
O -4.106 1.676 0.607
C -2.480 1.683 2.326
C -3.235 0.850 3.149
C -2.879 0.713 4.477
C -1.809 1.448 4.964
C -1.117 2.251 4.071
N -1.425 2.359 2.785
H -0.607 3.963 -4.018
H 3.053 2.558 -4.633
H 5.498 2.092 -4.287
H 6.344 1.918 -1.940
H 4.716 2.189 -0.076
H -4.216 2.840 -0.889
H -4.061 0.307 2.711
H -3.427 0.039 5.125
H -1.511 1.394 6.003
H -0.266 2.841 4.401
Br 1.690 -0.539 3.672
C 1.662 -2.393 3.173
C 1.521 -3.292 4.196
C 1.607 -4.671 3.930
C 1.903 -5.103 2.669
C 2.060 -4.182 1.606
C 2.431 -4.621 0.316
C 2.534 -3.719 -0.710
C 2.212 -2.363 -0.497
C 1.896 -1.838 0.744
C 1.880 -2.774 1.823
H 1.338 -2.947 5.205
H 1.456 -5.380 4.736
H 2.023 -6.161 2.453
H 2.628 -5.678 0.163
H 2.841 -4.064 -1.696
H 2.250 -1.696 -1.360
N -0.480 -0.602 -1.993
N -1.231 -1.754 -2.103
C -1.705 -2.351 -0.991
N -2.301 -3.561 -1.148
N -1.522 -1.747 0.159
N -2.098 -2.189 1.289
O -1.710 -1.691 2.319
O -3.004 -3.050 1.267
H -0.973 0.229 -2.296
H 0.438 -0.672 -2.406
H -1.225 -2.281 -2.962
H -2.662 -3.795 -2.057
H -2.865 -3.796 -0.336

---

no.,Kohn-Sham gap (eV),F_max (eV/A)
1,5.4,0.37
2,5.4,1.48